{
  "formula": "C7H10",
  "method": "the ωB97M-V functional and the def2-TZVPD basis",
  "species": ["C", "C", "C", "C", "C", "C", "C", "H", "H", "H", "H", "H", "H", "H", "H", "H", "H"],
  "coordinates": [[-0.237904, -2.355321, 0.934779], [-0.885854, -1.782807, -0.067711], [-0.585137, -0.472156, -0.648710], [-1.529132, 0.118893, -1.405217], [0.617154, 0.283241, -0.235164], [0.533156, 1.474175, 0.335705], [1.640614, 2.367488, 0.821036], [-0.525474, -3.306777, 1.372893], [0.785986, -2.191535, 1.264502], [-1.661317, -2.349251, -0.572540], [-2.112075, -0.463829, -2.108976], [-1.496966, 1.185100, -1.587032], [1.631569, -0.024633, -0.477660], [-0.466124, 1.882239, 0.490246], [1.973951, 2.030523, 1.797274], [2.458349, 2.346822, 0.093431], [1.339729, 3.413181, 0.835401]],
  "forces_ev_per_a": [[1.08, -1.43, 0.33], [0.71, -0.55, -0.93], [-0.36, 0.27, 0.03], [1.00, -0.05, -0.79], [0.22, 0.85, 0.41], [-0.79, 0.72, 0.38], [0.16, -0.24, -1.10], [-0.61, -0.01, -0.39], [-0.30, 1.28, 0.11], [-0.54, 0.31, 0.42], [-0.91, -0.12, 0.81], [0.30, -0.02, -0.32], [-0.21, -0.76, 0.00], [-0.01, -0.19, 0.21], [0.20, 0.23, 0.14], [0.25, -0.23, 0.34], [-0.20, -0.04, 0.35]],
  "mulliken_charge": [-0.815, -0.202, 0.632, -0.894, -0.427, -0.119, -1.161, 0.263, 0.243, 0.280, 0.285, 0.296, 0.372, 0.327, 0.263, 0.320, 0.338],
  "smiles": "C=CC(=C)/C=C/C",
  "gap_ev": 9.30,
  "de_lowest_kcal_mol": 57.1
}